A structure of composition C7H28FN14NiO7 at a distorted geometry, computed with ωB97M-V with the def2-TZVPD basis set.

Structure (XYZ):
```
58
Properties=species:S:1:pos:R:3:forces:R:3:lowdin_charge:R:1
Ni 0.681 1.698 -0.231 -0.13 -0.22 0.00 0.683
F -0.306 0.083 0.471 0.05 0.29 -0.13 -0.500
C -0.029 0.521 -3.283 -1.73 0.59 -0.53 -0.775
O 0.378 0.728 -2.198 2.42 0.33 4.58 -0.001
N 0.581 -0.224 -4.186 2.80 -1.81 -0.79 0.178
N -1.170 0.975 -3.718 -2.35 0.50 -3.06 0.198
H 0.340 -0.348 -5.159 0.09 0.07 0.40 0.121
H 1.502 -0.478 -3.860 -0.03 -0.23 -0.65 0.117
H -1.934 1.498 -3.313 0.93 -0.19 -0.05 0.107
H -1.150 0.681 -4.684 -1.96 0.92 -0.10 0.111
C 1.923 -3.063 3.085 1.72 0.52 3.90 -0.839
O 2.540 -3.119 4.130 1.23 0.31 0.93 0.037
N 1.918 -2.088 2.241 1.33 4.34 -2.73 0.171
N 1.032 -3.909 2.772 -4.12 -4.93 -1.37 0.168
H 2.431 -1.292 2.591 -0.18 0.19 -0.50 0.111
H 1.035 -1.933 1.776 0.35 0.58 -0.12 0.093
H 0.907 -4.055 1.780 -0.62 -0.56 0.34 0.116
H 0.723 -4.546 3.492 0.24 -0.32 -0.63 0.131
C 3.608 0.425 -0.144 -2.84 -0.98 -1.79 -0.820
O 2.482 0.756 -0.406 -2.36 0.62 -0.96 -0.067
N 4.275 0.637 0.871 4.03 2.88 7.48 0.215
N 4.244 -0.459 -0.836 1.45 -3.70 -5.38 0.169
H 5.181 0.191 0.854 -0.18 0.61 1.15 0.133
H 3.954 1.172 1.666 0.19 0.03 -0.25 0.143
H 5.226 -0.663 -0.718 -0.33 -0.01 -0.27 0.124
H 3.820 -0.685 -1.724 0.49 -0.01 -0.02 0.113
C -1.801 1.757 3.674 1.72 0.13 6.17 -0.778
O -1.880 2.361 4.781 0.75 -1.30 -1.32 -0.029
N -1.076 0.710 3.340 2.82 -3.12 0.94 0.167
N -2.504 2.094 2.704 -5.77 3.53 -6.05 0.166
H -0.625 0.137 4.039 -0.01 0.49 0.02 0.113
H -1.048 0.328 2.406 0.04 0.32 -0.11 0.056
H -2.644 1.560 1.858 0.34 -0.02 0.21 0.109
H -3.240 2.761 2.891 0.27 0.05 -0.03 0.130
C 1.108 -3.677 -1.461 0.98 -7.11 -0.41 -0.841
O 0.931 -4.906 -1.582 0.54 0.16 -0.07 -0.011
N 2.256 -3.134 -1.278 4.92 2.20 0.29 0.185
N 0.133 -2.900 -1.434 -5.31 4.21 -0.11 0.196
H 3.112 -3.655 -1.409 -0.39 0.04 0.13 0.127
H 2.305 -2.126 -1.263 0.34 -0.26 0.28 0.074
H 0.328 -1.909 -1.462 -1.07 0.14 0.09 0.095
H -0.736 -3.368 -1.647 -0.21 0.81 0.07 0.138
C -1.526 4.031 -0.080 1.70 -4.51 -0.42 -0.721
O -0.926 2.925 0.047 -1.71 0.76 -0.85 -0.156
N -1.411 4.934 0.790 0.43 5.16 3.50 0.205
N -2.337 4.366 -1.085 -0.79 -1.20 -2.03 0.174
H -1.737 5.830 0.455 0.07 0.22 0.70 0.122
H -0.810 4.976 1.601 0.11 -0.69 -0.37 0.140
H -2.971 5.146 -0.992 0.00 -0.35 0.01 0.115
H -2.696 3.508 -1.480 -0.36 0.45 -0.46 0.100
C -3.548 -0.635 -0.741 -5.37 3.03 -2.77 -0.817
O -4.743 -0.740 -1.020 -0.26 -0.89 -0.49 0.008
N -2.833 0.396 -1.117 2.46 2.94 -1.35 0.165
N -2.912 -1.326 0.084 2.02 -5.17 4.28 0.186
H -1.897 0.268 -0.761 0.73 1.25 -0.69 0.044
H -3.008 0.928 -1.958 -0.29 -0.59 0.60 0.083
H -1.983 -1.066 0.383 0.13 -0.46 0.29 0.077
H -3.476 -2.080 0.450 0.67 -0.04 0.51 0.138
```
Forces are in eV/Å.

Calculated values
- gap between HOMO and LUMO (alpha / beta) (eV) = 4.0937 / 8.7384
- calculated total energy (hartree) = -3184.994123
- LUMO level (alpha / beta) (eV) = -0.11 / -0.28
- energy relative to the best compared isomer or geometry (same formula, charge and spin) (kcal/mol) = 33.70
- M (g mol⁻¹) = 498.08
- spin multiplicity = 4

A structure of composition C6H13BrCl5GaO2P, computed with ωB97M-V with the def2-TZVPD basis set.

Structure (XYZ):
```
29
Properties=species:S:1:pos:R:3:forces:R:3:lowdin_charge:R:1
O -3.732 1.264 3.786 -0.13 0.03 -0.01 0.027
C -3.285 1.859 2.875 0.00 -0.15 -0.03 -0.825
Cl -2.652 3.591 3.271 0.10 0.09 0.02 0.429
C -3.163 1.528 1.447 0.13 0.12 0.07 -0.334
Ga -2.873 -0.458 1.001 -0.11 0.13 -0.33 0.126
P -1.416 -1.673 2.440 0.01 -0.23 -0.01 0.278
O -1.773 -1.264 4.026 -0.26 0.12 -0.11 -0.528
Br 0.466 -0.415 2.250 0.12 0.17 0.06 0.120
H -4.115 1.834 0.998 -0.01 -0.15 -0.02 0.063
H -2.390 2.140 0.989 -0.02 0.04 0.03 0.029
H -2.124 -0.523 -0.408 0.05 0.00 0.02 -0.108
H -4.262 -1.248 0.934 -0.01 -0.03 0.19 -0.124
H -2.136 -2.048 4.445 0.15 -0.10 0.16 0.005
Cl 1.723 -2.280 -0.771 -0.02 -0.11 -0.12 0.550
C 3.144 -1.911 0.225 0.01 0.06 0.11 -0.677
C 4.247 -1.254 -0.561 -0.03 0.06 0.02 -0.654
Cl 5.009 -2.358 -1.748 0.00 0.00 -0.01 0.508
H 3.476 -2.837 0.689 0.01 -0.01 -0.04 0.070
H 2.801 -1.228 1.002 -0.01 -0.02 -0.01 -0.006
H 5.035 -0.930 0.116 0.00 -0.01 0.00 0.070
H 3.872 -0.395 -1.113 0.00 -0.01 -0.01 0.057
Cl 0.847 1.743 -1.268 0.02 0.02 0.02 0.534
C 1.074 0.827 -2.776 0.02 -0.04 -0.01 -0.684
C 0.138 1.275 -3.870 0.02 0.03 -0.03 -0.676
Cl -1.560 0.874 -3.524 0.00 0.00 0.00 0.533
H 0.941 -0.225 -2.537 -0.04 0.02 0.00 0.023
H 2.100 0.993 -3.104 0.00 -0.01 0.01 0.067
H 0.408 0.770 -4.797 -0.01 -0.01 0.00 0.067
H 0.200 2.351 -4.018 -0.01 0.00 0.01 0.061
```
Forces are in eV/Å.

Calculated values
- gap between HOMO and LUMO (eV) = 6.6637
- calculated total energy (hartree) = -7528.107645
- LUMO level (eV) = 2.47
- M (g mol⁻¹) = 475.03
- charge = -1